[1]
This record from the OMol25 dataset describes 12 unconnected molecules or ions with the total composition C44H107N7O16 at a distorted geometry. The level of theory is wB97M-V/def2-TZVPD.

Its energy above the lowest of the compared OMol25 structures with the same formula, charge and spin is 237.2 kJ/mol. As for the net charge: -2. The HOMO energy comes out at -2.34 eV. The LUMO energy comes out at 4.09 eV. The calculation puts the frontier orbital gap at 6.424 eV. As for the spin multiplicity: 1.

Cartesian coordinates (Å):
C  1.43  -0.25  1.08
C  0.68  0.61  1.83
C  -0.80  0.87  1.48
O  -1.63  1.60  2.18
C  -1.35  0.24  0.39
C  -0.58  -0.62  -0.50
C  0.93  -0.85  -0.13
O  1.65  -1.43  -0.94
O  -1.01  -1.12  -1.54
O  1.27  1.22  2.79
H  2.45  -0.48  1.33
H  -2.38  0.46  0.11
C  -6.51  -0.77  -2.06
C  -5.19  -0.39  -1.29
C  -5.47  -0.13  0.21
O  -6.35  1.00  0.33
C  -6.61  1.23  1.71
N  -4.21  -1.48  -1.51
H  -7.31  -0.09  -1.75
H  -6.81  -1.74  -1.67
H  -6.34  -0.66  -3.13
H  -4.74  0.48  -1.78
H  -4.50  0.08  0.67
H  -5.90  -1.03  0.65
H  -6.83  0.34  2.29
H  -7.40  1.97  1.85
H  -5.72  1.66  2.17
H  -4.49  -2.27  -0.95
H  -3.30  -1.20  -1.15
C  -6.34  4.65  0.06
C  -5.43  4.07  -1.06
C  -4.09  3.45  -0.60
O  -3.09  4.45  -0.60
C  -2.01  4.11  0.20
N  -6.28  3.06  -1.68
H  -5.71  5.31  0.66
H  -6.75  3.94  0.76
H  -7.12  5.28  -0.37
H  -5.22  4.78  -1.87
H  -3.71  2.61  -1.20
H  -4.28  2.99  0.37
H  -1.41  5.02  0.31
H  -1.43  3.30  -0.25
H  -2.41  3.82  1.17
H  -7.12  3.45  -2.07
H  -6.46  2.35  -0.98
C  4.95  -4.88  -1.67
C  4.04  -4.05  -2.59
C  4.27  -4.44  -4.07
O  3.45  -3.60  -4.92
C  4.05  -3.39  -6.19
N  2.64  -4.11  -2.10
H  5.99  -5.10  -1.92
H  4.57  -5.90  -1.61
H  4.94  -4.41  -0.68
H  4.33  -3.00  -2.45
H  3.99  -5.49  -4.25
H  5.34  -4.40  -4.26
H  5.10  -3.11  -6.05
H  3.48  -2.64  -6.74
H  4.12  -4.32  -6.76
H  2.72  -3.99  -1.10
H  2.41  -5.10  -2.17
C  -0.53  6.07  3.56
C  0.09  4.68  3.91
C  -0.82  3.74  4.69
O  -1.13  4.08  6.06
C  -1.95  3.04  6.60
N  0.47  4.02  2.71
H  0.15  6.55  2.86
H  -0.62  6.64  4.49
H  -1.53  6.02  3.13
H  0.94  4.92  4.55
H  -0.34  2.76  4.71
H  -1.75  3.58  4.15
H  -1.67  2.01  6.38
H  -2.95  3.32  6.28
H  -1.94  3.12  7.69
H  -0.30  3.49  2.32
H  1.08  3.25  2.97
C  3.09  0.88  -5.38
C  3.27  0.88  -3.89
C  2.15  1.51  -3.04
O  0.92  0.83  -3.12
C  -0.15  1.71  -2.72
N  3.50  -0.49  -3.49
H  2.25  0.36  -5.84
H  4.01  0.64  -5.91
H  2.97  1.93  -5.67
H  4.13  1.53  -3.71
H  2.11  2.53  -3.42
H  2.43  1.55  -1.99
H  -0.02  2.00  -1.67
H  -1.13  1.22  -2.79
H  -0.25  2.64  -3.28
H  3.70  -0.52  -2.50
H  4.40  -0.78  -3.86
C  6.70  0.25  -0.65
C  5.53  -0.60  -0.18
C  5.56  -0.91  1.36
O  6.81  -1.61  1.63
C  6.86  -1.85  3.04
N  4.35  0.19  -0.55
H  6.67  0.58  -1.68
H  7.60  -0.33  -0.43
H  6.77  1.13  0.00
H  5.42  -1.54  -0.73
H  4.67  -1.51  1.55
H  5.36  0.03  1.87
H  6.27  -2.74  3.24
H  6.46  -1.03  3.63
H  7.92  -1.98  3.27
H  3.47  -0.27  -0.36
H  4.24  1.09  -0.08
C  3.62  -4.55  2.40
C  2.61  -3.46  1.97
O  2.81  -3.32  0.59
H  3.43  -4.88  3.42
H  4.64  -4.16  2.32
H  3.47  -5.43  1.77
H  2.84  -2.49  2.43
H  1.58  -3.74  2.22
H  2.27  -2.57  0.30
C  4.82  2.76  3.08
C  4.21  3.31  1.83
O  3.54  2.25  1.12
H  4.24  2.06  3.67
H  5.07  3.56  3.78
H  5.74  2.22  2.87
H  4.99  3.74  1.20
H  3.52  4.12  2.09
H  2.82  1.89  1.66
C  -0.88  -1.29  6.36
C  -0.42  -0.70  5.05
O  0.92  -1.00  4.82
H  -0.69  -2.37  6.37
H  -1.94  -1.15  6.53
H  -0.27  -0.92  7.19
H  -0.51  0.38  4.93
H  -1.00  -1.18  4.26
H  1.17  -0.39  4.12
C  -4.85  0.01  5.62
C  -3.89  0.23  4.42
O  -4.14  1.52  3.92
H  -5.86  -0.28  5.32
H  -4.94  0.91  6.24
H  -4.41  -0.77  6.25
H  -4.08  -0.49  3.63
H  -2.87  0.09  4.76
H  -3.41  1.62  3.29
C  -0.87  1.04  -5.96
O  -1.10  -0.06  -5.10
C  -2.47  -0.39  -5.11
C  -2.77  -1.67  -4.37
N  -1.93  -2.77  -4.90
C  -2.34  -4.14  -4.46
C  -2.15  -4.44  -2.96
O  -0.81  -4.10  -2.54
C  -0.59  -4.63  -1.25
H  0.03  1.55  -5.61
H  -1.64  1.81  -6.05
H  -0.73  0.69  -6.99
H  -2.85  -0.47  -6.13
H  -3.09  0.41  -4.70
H  -3.82  -1.96  -4.50
H  -2.62  -1.60  -3.30
H  -2.20  -2.84  -5.87
H  -1.86  -4.90  -5.08
H  -3.37  -4.29  -4.81
H  -2.46  -5.45  -2.70
H  -2.85  -3.80  -2.42
H  0.34  -4.16  -0.92
H  -0.35  -5.69  -1.22
H  -1.37  -4.28  -0.57

=====

[2]
This record from the OMol25 dataset describes 11 unconnected molecules or ions with the total composition C44H110O22 at a distorted geometry. The level of theory is wB97M-V/def2-TZVPD.

Its energy above the lowest of the compared OMol25 structures with the same formula, charge and spin is 533.3 kJ/mol. The HOMO energy comes out at -8.86 eV. As for the structure (SMILES): COCCOC.COCCOC.COCCOC.COCCOC.COCCOC.COCCOC.COCCOC.COCCOC.COCCOC.COCCOC.COCCOC. The LUMO energy comes out at 0.58 eV. The calculation puts the frontier orbital gap at 9.439 eV. As for the spin multiplicity: 1.

Cartesian coordinates (Å):
C  0.26  4.72  2.93
O  1.53  4.87  3.44
C  2.57  4.73  2.47
C  3.89  4.77  3.16
O  4.82  3.93  2.51
C  6.08  3.75  3.20
H  0.08  5.76  2.69
H  -0.56  4.36  3.55
H  0.21  4.04  2.08
H  2.44  5.36  1.58
H  2.42  3.80  1.93
H  3.78  4.53  4.22
H  4.15  5.83  3.17
H  6.71  2.94  2.84
H  5.93  3.62  4.27
H  6.71  4.61  3.00
C  -5.26  3.02  3.77
O  -5.07  1.65  3.42
C  -5.20  0.85  4.57
C  -4.77  -0.58  4.29
O  -3.36  -0.73  4.51
C  -2.92  -2.00  4.23
H  -4.94  3.21  4.80
H  -6.29  3.35  3.64
H  -4.72  3.73  3.14
H  -6.25  0.73  4.86
H  -4.69  1.27  5.43
H  -5.12  -0.73  3.27
H  -5.21  -1.33  4.95
H  -1.87  -2.21  4.03
H  -3.38  -2.26  3.28
H  -3.30  -2.70  4.98
C  8.67  3.50  -1.29
O  7.79  3.60  -0.15
C  6.81  4.72  -0.19
C  5.63  4.41  -1.03
O  4.60  3.78  -0.30
C  4.55  2.37  -0.17
H  9.17  2.54  -1.17
H  9.33  4.37  -1.36
H  8.05  3.30  -2.16
H  7.34  5.51  -0.72
H  6.45  5.04  0.79
H  5.84  3.88  -1.96
H  5.17  5.34  -1.37
H  3.53  2.09  0.07
H  5.26  2.07  0.60
H  4.88  1.91  -1.10
C  -7.67  -2.05  -0.64
O  -6.92  -1.09  0.07
C  -7.62  0.21  0.13
C  -6.57  1.21  0.71
O  -5.59  1.45  -0.32
C  -4.22  1.58  0.26
H  -7.34  -1.98  -1.67
H  -8.76  -1.98  -0.63
H  -7.34  -3.03  -0.30
H  -8.49  0.10  0.78
H  -7.96  0.63  -0.82
H  -6.16  0.65  1.55
H  -6.96  2.16  1.07
H  -4.17  2.47  0.88
H  -3.62  1.88  -0.60
H  -3.75  0.67  0.63
C  -1.31  4.50  -0.66
O  -2.35  5.11  -1.41
C  -2.78  4.37  -2.56
C  -3.42  5.30  -3.63
O  -3.74  4.60  -4.85
C  -4.47  5.36  -5.84
H  -0.33  4.39  -1.13
H  -1.70  3.61  -0.17
H  -1.25  5.09  0.25
H  -3.52  3.65  -2.20
H  -1.99  3.79  -3.02
H  -2.76  6.14  -3.84
H  -4.26  5.89  -3.27
H  -3.72  5.84  -6.48
H  -5.23  6.03  -5.45
H  -4.98  4.54  -6.34
C  -0.84  -5.28  -1.95
O  -1.46  -4.48  -0.94
C  -2.17  -5.18  0.12
C  -3.66  -5.37  -0.14
O  -4.55  -4.25  0.18
C  -4.11  -2.94  -0.23
H  -1.39  -6.16  -2.29
H  0.04  -5.67  -1.44
H  -0.43  -4.64  -2.73
H  -2.14  -4.54  1.00
H  -1.65  -6.10  0.40
H  -4.10  -6.10  0.54
H  -3.88  -5.89  -1.08
H  -3.79  -2.92  -1.28
H  -3.17  -2.69  0.25
H  -4.79  -2.14  0.07
C  -1.67  -6.83  3.55
O  -0.64  -6.19  2.86
C  0.65  -6.68  3.15
C  1.59  -5.93  2.20
O  1.90  -4.61  2.71
C  0.98  -3.70  2.20
H  -2.59  -6.24  3.45
H  -1.44  -6.91  4.61
H  -1.83  -7.83  3.17
H  0.66  -7.73  2.88
H  0.87  -6.55  4.21
H  1.31  -5.81  1.16
H  2.54  -6.46  2.12
H  0.80  -2.94  2.96
H  -0.05  -3.98  2.03
H  1.39  -3.24  1.31
C  -3.19  -1.07  -4.11
O  -2.06  -1.82  -3.81
C  -0.83  -1.20  -3.97
C  -0.53  -1.11  -5.42
O  -0.53  -2.47  -5.95
C  -0.03  -2.55  -7.31
H  -4.09  -1.57  -3.76
H  -3.24  -0.70  -5.14
H  -3.28  -0.14  -3.55
H  -0.10  -1.82  -3.45
H  -0.79  -0.18  -3.57
H  0.44  -0.70  -5.72
H  -1.30  -0.50  -5.88
H  1.02  -2.32  -7.47
H  -0.61  -1.85  -7.91
H  -0.13  -3.55  -7.75
C  0.09  1.11  -0.97
O  -1.17  0.58  -0.67
C  -1.08  -0.75  -0.15
C  -1.00  -0.72  1.39
O  0.13  -0.13  1.96
C  -0.06  0.69  3.05
H  0.74  1.45  -0.16
H  -0.17  2.03  -1.51
H  0.63  0.41  -1.62
H  -0.25  -1.35  -0.51
H  -2.00  -1.29  -0.38
H  -1.02  -1.75  1.72
H  -1.98  -0.41  1.77
H  -0.33  0.16  3.97
H  -0.79  1.49  2.96
H  0.87  1.19  3.34
C  1.77  1.85  -4.48
O  1.83  0.57  -3.83
C  3.16  0.18  -3.37
C  3.25  -1.38  -3.12
O  2.45  -2.09  -4.00
C  2.40  -3.51  -3.80
H  1.23  2.53  -3.82
H  1.08  1.65  -5.29
H  2.71  2.34  -4.74
H  3.40  0.75  -2.48
H  4.02  0.46  -3.98
H  2.98  -1.68  -2.11
H  4.31  -1.63  -3.12
H  2.15  -4.16  -4.64
H  1.85  -3.80  -2.91
H  3.42  -3.84  -3.58
C  8.19  -2.35  1.98
O  6.99  -2.26  2.82
C  5.95  -1.35  2.29
C  4.51  -1.64  2.76
O  3.65  -0.51  2.47
C  3.90  0.61  3.32
H  8.57  -1.40  1.61
H  7.92  -3.04  1.18
H  9.00  -2.74  2.61
H  6.11  -1.36  1.21
H  6.12  -0.30  2.54
H  4.58  -1.82  3.83
H  4.19  -2.61  2.36
H  4.61  1.29  2.86
H  4.08  0.34  4.36
H  3.09  1.34  3.39

=====

Calculated DFT total energy in order - -3327.58742; -3397.00946 Ha